{"formula": "C6H12N2", "method": "ωB97M-V/def2-TZVPD", "spin_multiplicity": 1, "e_homo_ev": -8.5, "relative_energy_kcal_mol": 49.2, "homo_lumo_gap_ev": 8.901, "elements": ["N", "N", "C", "C", "C", "C", "C", "C", "H", "H", "H", "H", "H", "H", "H", "H", "H", "H", "H", "H"], "xyz": [[1.809562, 0.547672, 0.266850], [1.553743, -0.281250, -1.986447], [1.255503, -0.091002, -0.761511], [0.056514, -1.966861, 0.491868], [-1.650125, 1.289863, -0.685092], [-0.206134, -0.740166, -0.376876], [-0.939372, 0.361799, 0.244608], [-0.604474, 0.758628, 1.532276], [0.677601, -1.729961, 1.352896], [2.465221, 0.113815, -2.218707], [-0.617686, -1.011217, -1.346462], [2.754370, 0.880485, 0.133308], [-2.650650, 0.892707, -0.877738], [-0.473971, -0.009754, 2.284671], [0.883332, 0.815494, 1.161303], [-1.112403, 1.623614, 1.939334], [-0.882349, -2.394956, 0.845072], [0.582198, -2.716144, -0.097020], [-1.766406, 2.286124, -0.260764], [-1.134472, 1.371110, -1.641570]], "atomic_forces_ev_per_a": [[-1.40, 0.16, 1.41], [0.49, -0.19, -0.36], [-2.01, -0.12, 0.45], [-0.13, -0.04, -0.09], [-0.18, 0.12, 0.09], [1.28, -0.12, -0.15], [1.07, 1.28, 1.00], [-2.15, -0.90, -0.40], [0.00, 0.05, 0.03], [0.03, 0.01, 0.06], [-0.03, -0.02, 0.04], [-0.25, 0.20, 0.41], [0.01, -0.02, -0.07], [0.60, -0.14, -0.03], [2.42, -0.37, -2.31], [0.23, 0.34, -0.12], [0.00, -0.06, 0.02], [0.00, -0.04, -0.01], [-0.02, -0.03, 0.06], [0.04, -0.10, -0.03]], "lowdin_charge": [0.063, 0.090, -0.520, -0.062, -0.030, -0.277, -0.299, -0.027, 0.070, 0.032, 0.128, 0.083, 0.096, 0.078, 0.162, 0.074, 0.081, 0.083, 0.083, 0.091]}

{"formula": "C6H12N2", "method": "ωB97M-V/def2-TZVPD", "spin_multiplicity": 1, "e_homo_ev": -9.2, "relative_energy_kcal_mol": 64.3, "homo_lumo_gap_ev": 10.279, "smiles": "[H]/N=C\\N1[C@H](C)C[C@@H]1C", "elements": ["N", "N", "C", "C", "C", "C", "C", "C", "H", "H", "H", "H", "H", "H", "H", "H", "H", "H", "H", "H"], "xyz": [[-2.117528, -1.840761, 0.128254], [-0.116424, -0.605183, -0.307324], [-0.857495, -1.812937, -0.006433], [0.691656, 1.173088, 0.503489], [2.371798, -0.652673, -0.428442], [1.202173, -0.326977, 0.416477], [-0.765450, 0.572167, 0.311624], [-1.761116, 1.478820, -0.404772], [-0.429387, -2.765390, 0.115809], [1.358891, -0.958162, 1.287536], [3.289256, -0.787100, 0.188969], [-2.658886, 1.133302, -0.644321], [0.979686, 1.657781, 1.429700], [-1.909184, 2.513073, 0.021471], [-1.188602, 0.124012, 1.075198], [0.928981, 1.638291, -0.479218], [-1.222431, 1.687545, -1.274117], [2.239979, -1.513632, -0.915441], [-2.597502, -0.880923, 0.178818], [2.561581, 0.165651, -1.197269]], "atomic_forces_ev_per_a": [[-1.19, 1.32, 0.69], [-0.22, -2.03, 0.40], [-0.86, 2.59, -0.75], [-0.60, -2.27, 0.26], [2.36, 4.26, 0.59], [-1.45, 0.37, -1.51], [2.42, 2.76, -2.52], [3.94, 2.26, 1.36], [1.52, -0.91, -0.29], [-0.82, 0.54, 0.83], [-0.47, 0.34, -0.39], [-3.80, -1.91, -0.87], [-0.18, 0.65, -0.28], [0.35, -1.24, 0.33], [-1.90, -1.06, 4.88], [0.21, 0.12, 1.05], [0.41, 0.49, -2.08], [-0.65, -3.47, -2.01], [1.07, -1.77, -0.55], [-0.12, -1.05, 0.84]], "lowdin_charge": [0.079, -0.033, -0.253, -0.024, -0.072, -0.318, -0.341, -0.027, 0.096, 0.136, 0.093, 0.015, 0.101, 0.111, 0.068, 0.119, 0.057, 0.024, 0.063, 0.105]}

{"formula": "C6H12N2", "method": "ωB97M-V/def2-TZVPD", "spin_multiplicity": 1, "e_homo_ev": -8.5, "relative_energy_kcal_mol": 7.4, "homo_lumo_gap_ev": 9.404, "smiles": "Cc1c[nH]cn1.CC", "elements": ["N", "N", "C", "C", "C", "C", "C", "C", "H", "H", "H", "H", "H", "H", "H", "H", "H", "H", "H", "H"], "xyz": [[-1.536237, 0.823776, -1.410911], [-2.546557, 1.623128, 0.380547], [2.561128, -0.912077, -0.604274], [1.598578, -2.088369, -0.456482], [-0.709965, 0.590840, -0.344108], [-2.606122, 1.511293, -0.913422], [-1.323152, 1.106203, 0.761528], [-0.936626, 0.922802, 2.180261], [-3.453069, 1.849135, -1.485701], [2.725811, -0.355700, 0.313795], [-1.181279, 0.834632, -2.351721], [0.142868, 0.910290, 2.327556], [0.284374, 0.190389, -0.308629], [1.922127, -2.680153, 0.407021], [2.166289, -0.243643, -1.379277], [3.486950, -1.249285, -1.062995], [0.594390, -1.804954, -0.146192], [1.535236, -2.740342, -1.321676], [-1.384891, 1.704782, 2.796381], [-1.339853, 0.007252, 2.618300]], "atomic_forces_ev_per_a": [[0.60, 0.37, -0.20], [0.11, 0.46, 0.41], [-0.65, -0.13, -1.41], [0.21, -0.24, 1.42], [0.46, 0.56, 1.33], [-0.30, -0.29, 0.17], [-0.73, -0.89, -0.66], [-0.23, 0.28, 0.68], [0.13, -0.07, -0.33], [0.09, -0.06, 0.02], [-0.40, -0.09, -0.15], [0.00, 0.07, -0.05], [-0.05, -0.19, -0.81], [0.16, -0.30, -0.28], [0.00, 0.28, 0.30], [0.36, -0.07, 0.46], [-0.10, 0.22, -0.36], [0.08, 0.09, -0.16], [0.24, 0.20, -0.11], [0.03, -0.20, -0.28]], "lowdin_charge": [0.055, 0.089, -0.175, -0.172, -0.086, -0.209, -0.352, -0.052, 0.112, 0.067, 0.144, 0.072, 0.073, 0.065, 0.054, 0.061, 0.039, 0.065, 0.074, 0.076]}

{"formula": "C6H12N2O", "method": "ωB97M-V/def2-TZVPD", "spin_multiplicity": 1, "e_homo_ev": -9.3, "relative_energy_kcal_mol": 38.2, "homo_lumo_gap_ev": 10.077, "smiles": "C=C[C@H](N)[C@H](N)C(C)=O", "elements": ["O", "N", "N", "C", "C", "C", "C", "C", "C", "H", "H", "H", "H", "H", "H", "H", "H", "H", "H", "H", "H"], "xyz": [[-2.214962, -1.129947, -0.036236], [2.058925, 0.630470, 0.202376], [1.058999, -1.556862, -1.134415], [0.179693, -1.037601, -0.050666], [-0.134953, 1.297583, 1.035932], [-0.941777, 1.422474, 2.096334], [0.832331, 0.107481, 0.782912], [-1.210866, -0.634876, -0.564221], [-1.351346, 0.233855, -1.790641], [0.012265, -1.883105, 0.630559], [2.394857, -0.024073, -0.507083], [0.517049, -2.183370, -1.732157], [-0.003730, 2.158376, 0.380419], [2.766759, 0.768703, 0.918882], [-2.357963, 0.109406, -2.203139], [-0.646976, -0.041536, -2.577350], [1.088700, -0.318817, 1.760611], [-1.474801, 2.350773, 2.281360], [-1.138485, 0.588619, 2.762629], [-1.218000, 1.284695, -1.534034], [1.784280, -2.142250, -0.722074]], "atomic_forces_ev_per_a": [[1.90, 0.98, -0.73], [0.28, -0.29, -0.52], [-0.34, 0.24, -0.09], [0.15, -0.76, 0.08], [0.36, -0.13, 0.95], [0.26, -0.21, -0.78], [-0.44, 0.77, 0.47], [-1.65, -1.52, 0.22], [-0.29, -0.10, -0.20], [-0.41, 0.46, 0.10], [0.06, 0.45, 0.21], [0.16, 0.23, 0.16], [0.11, -0.25, -0.05], [-0.17, -0.07, -0.29], [0.12, 0.03, 0.29], [0.24, 0.11, 0.22], [-0.43, -0.01, -0.03], [-0.06, -0.20, -0.09], [0.18, 0.11, 0.13], [0.17, 0.00, -0.02], [-0.20, 0.14, -0.03]], "lowdin_charge": [0.061, 0.033, 0.027, -0.269, -0.153, 0.016, -0.344, -0.398, -0.003, 0.137, 0.050, 0.085, 0.098, 0.077, 0.088, 0.079, 0.133, 0.055, 0.065, 0.080, 0.082]}